1.
# C3H9IN2

A 2-piece molecular cluster, C3H9IN2 overall at a distorted geometry (wB97M-V/def2-TZVPD, the OMol25 dataset).

Calculated values
- LUMO (alpha / beta) (eV) = 0.0 / 0.0
- E_tot (eV) = -14333.14738
- HOMO (alpha / beta) (hartree) = -0.2888 / -0.2887

Positions of all 15 atoms, in Å:
C -1.955 0.973 -0.218
C -0.925 -0.027 0.150
C 0.289 0.720 0.176
N 1.520 -1.733 0.069
N 1.802 -0.661 -0.565
I 3.584 0.263 0.106
H -1.608 1.551 -1.212
H -2.951 0.560 -0.381
H -2.178 1.809 0.377
H -0.747 -0.740 -0.650
H -1.212 -0.703 0.962
H 0.373 1.377 -0.663
H 0.779 0.969 1.077
H 1.578 -1.761 1.156
H 1.649 -2.597 -0.383

Löwdin charges, unit e, in atom order: -0.1295 -0.3431 -0.0589 -0.2177 -0.5803 0.5351 0.1302 0.0737 0.0519 0.1081 0.1197 0.0734 0.0435 0.1250 0.0690



2.
# C27H29N3O3

One molecule with the formula C27H29N3O3 (wB97M-V/def2-TZVPD, the OMol25 dataset).

Calculated values
- LUMO (eV) = 0.6
- SMILES = COC(=O)CN1CN(c2ccccc2)C2(CCN(Cc3cccc4ccccc34)CC2)C1=O
- E_tot (eV) = -39083.31884
- HOMO (hartree) = -0.2900

Positions of all 62 atoms, in Å:
C -0.836 4.164 -1.737
H -1.669 4.771 -1.378
H -0.231 4.717 -2.451
H -0.232 3.842 -0.886
O -1.323 3.017 -2.421
C -2.341 2.379 -1.849
O -3.013 2.799 -0.949
C -2.660 1.087 -2.616
N -1.949 -0.026 -2.035
C -1.049 0.082 -1.048
O -0.722 1.131 -0.535
C -0.531 -1.319 -0.728
N -1.245 -2.152 -1.691
C -1.261 -3.532 -1.771
C -0.400 -4.354 -1.035
C -0.447 -5.728 -1.157
C -1.343 -6.341 -2.015
C -2.191 -5.543 -2.761
C -2.154 -4.166 -2.645
H -2.834 -3.590 -3.252
H -2.897 -5.993 -3.444
H -1.376 -7.415 -2.104
H 0.232 -6.328 -0.568
H 0.321 -3.935 -0.356
C -2.188 -1.374 -2.456
H -2.009 -1.478 -3.541
H -3.236 -1.661 -2.245
C 0.991 -1.332 -0.945
H 1.363 -2.353 -0.896
C 1.704 -0.490 0.110
N 1.374 -0.971 1.439
C -0.048 -0.812 1.699
C -0.870 -1.659 0.733
H -0.671 -2.713 0.918
H -1.933 -1.479 0.909
H -0.248 -1.150 2.719
H -0.362 0.239 1.615
C 2.201 -0.407 2.505
C 1.791 0.979 2.953
C 0.943 1.083 4.030
C 0.391 2.307 4.427
C 0.669 3.440 3.719
C 1.558 3.396 2.627
C 1.864 4.565 1.898
C 2.753 4.538 0.863
C 3.399 3.338 0.534
C 3.112 2.186 1.211
C 2.160 2.161 2.253
H 3.643 1.283 0.954
H 4.131 3.330 -0.261
H 2.977 5.437 0.307
H 1.379 5.488 2.183
H 0.221 4.386 3.987
H -0.271 2.338 5.280
H 0.682 0.194 4.588
H 3.240 -0.435 2.171
H 2.109 -1.087 3.360
H 2.782 -0.602 -0.038
H 1.436 0.568 -0.026
H 1.216 -0.937 -1.939
H -3.738 0.905 -2.551
H -2.363 1.211 -3.664

Löwdin charges, unit e, in atom order: -0.0329 0.0940 0.0930 0.0914 -0.0399 -0.5191 0.1224 -0.0120 0.0030 -0.3518 0.1062 -0.3094 0.0086 -0.2000 -0.0348 -0.0870 -0.1087 -0.0932 -0.0346 0.0911 0.1025 0.0963 0.1043 0.0886 -0.1216 0.1446 0.1433 -0.0601 0.1071 -0.1854 -0.1279 -0.1736 -0.0598 0.1074 0.1361 0.1248 0.1226 -0.1368 -0.1564 -0.0514 -0.0680 -0.0334 -0.1601 -0.0396 -0.0883 -0.0762 -0.0369 -0.1055 0.0960 0.1022 0.1009 0.1104 0.1109 0.1035 0.1098 0.1168 0.1220 0.1217 0.1098 0.1343 0.1406 0.1380



3.
# C3H5FS2

C3H5FS2 as an isolated structure at a distorted geometry (wB97M-V/def2-TZVPD, the OMol25 dataset).

Calculated values
- LUMO (eV) = -0.3
- E_tot (eV) = -27578.94900
- HOMO (hartree) = -0.3184

Positions of all 11 atoms, in Å:
C 0.918 -0.923 1.318
C -0.153 1.234 -0.445
C -0.905 0.206 -1.223
H -0.057 -1.130 1.806
H 1.664 -0.989 2.113
H 1.082 -1.613 0.522
H -1.732 0.014 -0.570
H -1.304 0.488 -2.221
F -0.135 -0.899 -1.343
S 1.109 0.814 0.621
S -0.487 2.799 -0.579

Löwdin charges, unit e, in atom order: -0.3251 -1.2009 -0.3054 0.0541 0.0310 0.0083 0.1132 0.1357 -0.0532 0.8676 0.6746



Which formula does entry 1 have? C3H9IN2